Entry 1:
The following is a quantum chemistry calculation of an isolated molecule of CH2OS, from the Open Molecules 2025 dataset.

Each line ends with the Mulliken charge.
Geometry (Å):
O 1.281 0.645 0.419  -0.343
C 0.318 0.007 0.453  0.099
S -1.027 -0.511 -0.718  -0.157
H 0.026 -0.423 1.443  0.266
H -0.598 0.283 -1.598  0.134

SMILES string: O=CS
HOMO-LUMO gap (eV): 11.02

Entry 2:
The following is a quantum chemistry calculation of a cluster of 3 separate species, CH2F3NS in total, from the Open Molecules 2025 dataset.

Each line ends with the Mulliken charge.
Geometry (Å):
C 0.568 0.946 0.451  0.086
N 1.190 0.060 0.046  -0.398
H -0.086 1.627 0.937  0.313
F -1.907 1.279 -0.604  -0.214
S -1.686 -0.241 -0.093  0.357
F -2.178 0.032 1.414  -0.197
F 1.962 -2.321 -1.117  -0.421
H 2.136 -1.383 -1.034  0.473

SMILES string: C#N.FSF.F
HOMO-LUMO gap (eV): 9.31

Per-record energy relative to the best compared isomer or geometry (same formula, charge and spin), kcal per mole: 9.0; 49.9
Per-record energy, Ha: -512.70019; -791.75174